# 1
A structure of composition C4H11ClS in a non-equilibrium geometry. Source: the Open Molecules 2025 dataset; level of theory: the ωB97M-V functional and the def2-TZVPD basis.

Its HOMO energy is -8.33 eV. Its relative energy (zero: lowest compared OMol25 entry of this formula, charge and spin) is 42.2 kcal per mole. The gap between HOMO and LUMO is 9.15 eV.

CARTESIAN COORDINATES (ANGSTROEM)
C1 1.150 1.440 0.944
C2 0.388 1.956 -0.261
C3 0.717 -1.716 -0.396
C4 -1.977 -1.245 -0.158
H1 0.474 1.249 1.783
H2 1.675 0.510 0.705
H3 1.890 2.183 1.255
H4 1.051 2.140 -1.109
H5 -0.151 2.877 -0.034
H6 0.758 -0.973 -1.199
H7 0.868 -1.218 0.568
H8 1.523 -2.438 -0.547
H9 -1.789 -0.754 0.802
H10 -1.903 -0.512 -0.964
H11 -2.992 -1.648 -0.149
S1 -0.843 -2.622 -0.422
Cl1 -0.838 0.771 -0.816



# 2
A structure of composition C4H11EuO3 in a non-equilibrium geometry. Source: the Open Molecules 2025 dataset; level of theory: the ωB97M-V functional and the def2-TZVPD basis.

Its HOMO energy (spin up / spin down) is -5.70 / -7.31 eV. Its multiplicity is 7. The gap between HOMO and LUMO (spin up / spin down) is 5.65 / 6.80 eV.

CARTESIAN COORDINATES (ANGSTROEM)
C1 2.929 0.816 0.410
H1 3.753 1.072 -0.284
H2 3.400 0.806 1.412
H3 2.635 -0.212 0.123
O1 1.893 1.891 0.186
Eu1 0.985 3.198 -1.530
H4 0.485 1.053 0.922
O2 0.177 0.379 1.704
C2 -2.769 -0.339 -1.296
O3 -2.102 -0.305 -0.062
C3 -0.867 -0.979 -0.080
C4 -0.207 -0.900 1.281
H5 -3.679 0.266 -1.204
H6 -2.155 0.085 -2.111
H7 -3.021 -1.377 -1.577
H8 -0.205 -0.527 -0.844
H9 -1.011 -2.044 -0.346
H10 0.662 -1.584 1.264
H11 -0.902 -1.301 2.035



# 3
A structure of composition C4H11FLaN2O6P2S in a non-equilibrium geometry. Source: the Open Molecules 2025 dataset; level of theory: the ωB97M-V functional and the def2-TZVPD basis.

Its HOMO energy is -17.15 eV. The gap between HOMO and LUMO is 2.86 eV. Its total charge is +3.

CARTESIAN COORDINATES (ANGSTROEM)
C1 -0.479 2.910 0.328
N1 -0.503 2.265 -0.979
C2 0.750 1.633 -1.337
C3 -1.668 1.441 -1.170
O1 -2.479 1.714 -2.020
C4 -1.955 0.186 -0.313
N2 -0.775 -0.744 -0.168
P1 -0.637 -1.221 1.519
P2 1.499 -1.565 1.636
O2 1.961 -2.693 0.657
O3 2.294 -0.278 1.226
O4 1.817 -2.029 3.084
S1 -0.853 -1.988 -1.285
O5 -0.328 -1.496 -2.496
O6 -2.064 -2.680 -1.294
F1 0.311 -3.006 -0.741
H1 0.156 3.780 0.262
H2 -0.182 2.250 1.151
H3 -1.471 3.290 0.541
H4 0.712 1.335 -2.377
H5 1.515 2.397 -1.276
H6 1.063 0.814 -0.667
H7 -2.809 -0.294 -0.770
H8 -2.289 0.472 0.677
H9 -1.234 -2.498 1.668
H10 2.375 0.362 1.957
H11 2.300 -1.341 3.572
La1 2.974 -3.016 -1.384



# 4
The ion C4H11IN3 with charge +1 in a non-equilibrium geometry. Source: the Open Molecules 2025 dataset; level of theory: the ωB97M-V functional and the def2-TZVPD basis.

Its HOMO energy is -13.13 eV. Its relative energy (zero: lowest compared OMol25 entry of this formula, charge and spin) is 33.3 kcal per mole. The gap between HOMO and LUMO is 9.02 eV. The SMILES is C[C@]1(I)NCNC[NH2+]1. Its total charge is +1.

CARTESIAN COORDINATES (ANGSTROEM)
C1 -1.706 -0.408 0.066
C2 -0.611 1.665 -0.311
C3 0.631 -0.480 0.280
C4 1.831 -1.252 -0.219
N1 -1.624 0.982 0.447
N2 -0.541 -1.130 0.578
N3 0.466 0.617 -0.684
I1 1.619 0.753 2.084
H1 -2.722 -0.677 0.332
H2 -1.588 -0.559 -1.069
H3 -1.222 1.991 -1.122
H4 -0.217 2.386 0.372
H5 2.484 -0.677 -0.875
H6 1.408 -1.919 -0.944
H7 2.385 -1.815 0.524
H8 -1.586 1.029 1.487
H9 -0.619 -1.822 1.383
H10 0.256 0.182 -1.545
H11 1.355 1.133 -0.785